[1]
Computed, not measured: a single C3H7NO2S molecule at a distorted geometry, with the ωB97M-V functional and the def2-TZVPD basis.

Values from the calculation:
E_HOMO: -8.199 eV
Energy above the lowest of the compared OMol25 structures with the same formula, charge and spin: 216.1 kJ/mol
Orbital gap: 9.02 eV

ORCA input file:
```
! RIJCOSX wB97M-V def2-TZVPD def2/J DEFGRID3
* xyz 0 1
C 0.6887 -2.1341 0.0462
C -0.4229 -0.0977 -0.1865
C 0.8580 2.0360 -0.0082
H -0.0504 -2.6576 -0.5462
H 0.4524 -2.2578 1.1483
H 1.6960 -2.5030 -0.1854
H 1.7191 1.4022 -0.1466
H 0.8132 2.7881 -0.7960
H 0.8786 2.5165 0.9908
H -2.5875 1.1861 0.3399
N -1.4778 -0.7988 -0.2320
O 0.7694 -0.7233 -0.2160
O -0.3371 1.2549 -0.1571
S -2.9995 -0.0114 -0.0512
*
```

=====

[2]
Computed, not measured: a molecular structure, C39H48BBiN11S4Se, with the ωB97M-V functional and the def2-TZVPD basis.

Values from the calculation:
E_HOMO: -4.520 eV
Energy above the lowest of the compared OMol25 structures with the same formula, charge and spin: 0.0 kJ/mol
Orbital gap: 6.47 eV

ORCA input file:
```
! RIJCOSX wB97M-V def2-TZVPD def2/J DEFGRID3
* xyz -1 1
Bi -0.0910 0.5256 0.5979
C 1.8694 2.2522 -5.8933
C 2.0527 2.0021 -4.3966
C 1.0168 2.8377 -3.6456
C 3.4762 2.4092 -4.0128
N 1.8565 0.5509 -4.1150
C 1.6837 -0.4270 -5.0910
C 1.6529 -1.6105 -4.4590
N 1.8237 -1.3906 -3.1100
B 1.8674 -2.6042 -2.1244
N 3.0497 -2.4154 -1.1135
C 4.3145 -2.5430 -1.6567
C 5.2171 -2.2050 -0.7233
N 4.5134 -1.8779 0.4268
C 3.1731 -2.0049 0.1776
S 1.9362 -1.7373 1.3088
C 5.1388 -1.3860 1.6892
C 4.8231 -2.3424 2.8385
C 6.6562 -1.3389 1.5103
C 4.6428 0.0285 1.9988
N 0.5194 -2.9617 -1.4444
C 0.5091 -3.8573 -0.3898
C -0.7640 -4.1225 -0.0737
N -1.5662 -3.4144 -0.9638
C -0.7631 -2.7241 -1.8274
S -1.2746 -1.7920 -3.1608
C -3.0556 -3.4233 -0.9408
C -3.5819 -4.0921 -2.2097
C -3.5870 -1.9971 -0.7969
C -3.5337 -4.2312 0.2659
C 1.9612 -0.0659 -2.9022
S 2.2545 0.7153 -1.4100
H 1.9844 3.3220 -6.0671
H 0.8738 1.9620 -6.2336
H 2.6191 1.7316 -6.4906
H 1.2052 3.8956 -3.8393
H 1.0709 2.6708 -2.5707
H 0.0093 2.6016 -3.9964
H 3.6368 3.4535 -4.2877
H 4.2008 1.7904 -4.5470
H 3.6387 2.2968 -2.9424
H 1.5639 -0.2067 -6.1323
H 1.4912 -2.5980 -4.8485
H 2.1987 -3.5373 -2.8288
H 4.4557 -2.8555 -2.6758
H 6.2858 -2.1790 -0.7891
H 5.2173 -3.3385 2.6220
H 3.7507 -2.4120 3.0077
H 5.2941 -1.9675 3.7490
H 7.0716 -2.3218 1.2804
H 7.0887 -1.0054 2.4531
H 6.9551 -0.6303 0.7356
H 3.5997 0.0092 2.3083
H 4.7391 0.6640 1.1149
H 5.2360 0.4509 2.8118
H 1.4131 -4.1964 0.0787
H -1.1544 -4.7167 0.7267
H -3.2484 -3.5597 -3.0990
H -4.6737 -4.0950 -2.1821
H -3.2319 -5.1257 -2.2651
H -3.3580 -1.4103 -1.6849
H -3.1397 -1.5210 0.0783
H -4.6709 -2.0318 -0.6614
H -3.1895 -5.2656 0.2251
H -4.6238 -4.2387 0.2482
H -3.2151 -3.7746 1.2050
N -1.8506 -0.4888 4.8261
C -1.9576 -0.4299 3.4709
S -1.4312 -1.7411 2.5112
N -2.5411 0.6787 3.0130
N -2.3605 0.8732 1.7071
C -3.3425 1.3364 1.0202
C -3.2471 1.4602 -0.4281
C -4.3610 1.8099 -1.1852
C -4.2480 1.8563 -2.5640
C -3.0366 1.5462 -3.1588
C -1.9737 1.2106 -2.3357
N -2.0719 1.1840 -1.0115
H -1.2227 -1.1965 5.1704
H -1.8236 0.3986 5.3033
H -4.2968 1.5154 1.5079
H -5.2977 2.0257 -0.6883
H -5.1026 2.1311 -3.1699
H -2.9118 1.5466 -4.2323
H -1.0062 0.9477 -2.7452
C -0.7265 6.4779 -0.7605
C -1.5729 5.3480 -0.7288
C -1.1032 4.1498 -0.2731
C 0.2325 3.9774 0.1748
C 0.7488 2.7249 0.6364
C 2.0472 2.7034 1.0834
C 2.8757 3.8449 1.0852
C 2.4004 5.0362 0.6276
C 1.0683 5.1299 0.1613
C 0.5585 6.3642 -0.3176
H -1.1003 7.4277 -1.1226
H -2.6011 5.4312 -1.0604
H -1.7647 3.3000 -0.2382
H 2.4829 1.7760 1.4392
H 3.8917 3.7589 1.4524
H 3.0232 5.9239 0.6208
H 1.2181 7.2254 -0.3212
Se 1.8339 0.5567 5.4474
C 1.0842 0.6769 3.8447
N 0.6019 0.7448 2.7873
*
```

=====

[3]
Computed, not measured: a molecular structure, C15H20I2LuN3O at a distorted geometry, with the ωB97M-V functional and the def2-TZVPD basis.

Values from the calculation:
E_HOMO: 0.827 eV
Orbital gap: 3.59 eV

ORCA input file:
```
! RIJCOSX wB97M-V def2-TZVPD def2/J DEFGRID3
* xyz -2 1
C -2.4685 -2.0588 -1.4133
I -1.2549 -1.8894 1.9313
H -3.1811 -2.2730 -2.2312
H -2.9961 -1.5710 -0.5702
H -2.0152 -2.9957 -1.0484
C -3.8694 2.6675 1.2303
C -2.4699 1.2320 0.1774
N -2.6766 1.9689 1.3058
H -5.3189 2.7208 -0.4330
I 0.2140 2.4489 -1.4404
N -3.5307 1.5302 -0.6152
H -4.2189 3.3153 2.0121
Lu -0.3851 0.1281 0.0973
C -1.3893 -1.1511 -1.8508
O -1.0607 -0.6875 -2.9061
C -4.4112 2.3788 0.0278
C -3.7158 1.0747 -1.9799
H -4.4869 1.7006 -2.4495
H -4.0513 0.0270 -2.0175
H -2.7802 1.1678 -2.5478
C -1.7201 2.1179 2.3851
H -2.2481 2.2944 3.3347
H -1.0442 2.9737 2.2073
H -1.1077 1.2025 2.4957
C 1.7512 -1.4884 -1.7732
C 2.9167 -1.3568 -0.8327
C 4.1924 -1.7415 -1.1909
C 5.2677 -1.6037 -0.3030
C 5.0538 -1.0842 0.9846
C 3.8018 -0.6786 1.4023
C 3.5668 -0.1082 2.7624
C 2.7078 -0.7076 0.4557
N 1.5761 -0.1086 0.7161
H 1.3265 -0.5052 -2.0385
H 0.9457 -2.1217 -1.3691
H 2.0616 -1.9472 -2.7191
H 4.3494 -2.1396 -2.1920
H 6.2690 -1.8973 -0.6149
H 5.8975 -0.9770 1.6665
H 3.8458 -0.8055 3.5625
H 4.1472 0.8099 2.9152
H 2.5100 0.1389 2.8671
*
```

=====

[4]
Computed, not measured: a single C2H3N3O2 molecule at a distorted geometry, with the ωB97M-V functional and the def2-TZVPD basis.

Values from the calculation:
E_HOMO (alpha / beta): -7.564 / -9.927 eV
Energy above the lowest of the compared OMol25 structures with the same formula, charge and spin: 815.8 kJ/mol
Orbital gap (alpha / beta): 6.44 / 9.82 eV

ORCA input file:
```
! RIJCOSX wB97M-V def2-TZVPD def2/J DEFGRID3
* xyz 0 1
C -1.8952 -0.9045 0.0640
C 0.1554 0.3779 0.0541
N -2.5458 0.2143 0.3844
N -2.3009 1.4683 0.0799
N -0.4935 -0.7541 0.0752
O -2.3697 -2.0249 -0.0651
O -3.5816 0.8392 -0.2668
H 1.0757 0.2791 -0.3412
H -0.3654 1.2924 0.2300
H -0.2077 -1.7315 0.1108
*
```

=====

[5]
Computed, not measured: a gas-phase ion, C4H9NO2 (charge -1) at a distorted geometry, with the ωB97M-V functional and the def2-TZVPD basis.

Values from the calculation:
E_HOMO (alpha / beta): -3.895 / -3.496 eV
Energy above the lowest of the compared OMol25 structures with the same formula, charge and spin: 234.4 kJ/mol
Orbital gap (alpha / beta): 8.15 / 6.71 eV
Expectation value of S²: 0.765

ORCA input file:
```
! RIJCOSX wB97M-V def2-TZVPD def2/J DEFGRID3
* xyz -1 2
C 0.1738 0.7924 -0.8530
N 1.1083 -0.3586 -0.9133
C 0.1639 -1.8791 -0.6549
O -0.7999 -2.0659 -1.4548
O -0.0143 -1.8647 0.6186
C -0.8355 0.8632 0.3317
C -0.0781 0.8153 1.7117
H -0.5746 0.6474 -1.6524
H 0.5578 1.7850 -1.0420
H 1.4851 -0.4265 -1.8692
H 1.1222 -2.3719 -0.9449
H -1.2135 1.8827 0.1434
H -1.6062 0.0667 0.3883
H -0.6546 0.9724 2.6527
H 0.8317 1.4429 1.6703
H 0.3337 -0.3013 1.8677
*
```

=====

[6]
Computed, not measured: a single C19H20N4O4 molecule at a distorted geometry, with the ωB97M-V functional and the def2-TZVPD basis.

Values from the calculation:
E_HOMO: -8.378 eV
Energy above the lowest of the compared OMol25 structures with the same formula, charge and spin: 225.1 kJ/mol
Orbital gap: 8.80 eV

ORCA input file:
```
! RIJCOSX wB97M-V def2-TZVPD def2/J DEFGRID3
* xyz 0 1
C 1.3235 0.1151 -2.3636
H 1.0999 0.6051 -3.3075
H 0.9021 -0.8866 -2.3874
H 2.4030 0.0354 -2.2575
C 0.7170 0.9137 -1.2078
C 1.0252 0.2693 0.1046
N 0.1577 -0.4931 0.6545
N 0.3931 -1.1068 1.8319
C 1.5599 -0.9726 2.5626
O 1.7107 -1.5403 3.6270
C 2.5438 -0.1176 1.9258
C 3.8131 0.2355 2.3426
C 4.3060 1.0766 1.3353
C 3.3357 1.2198 0.3331
N 2.2472 0.4846 0.6952
C 3.8990 2.0712 -0.6476
C 5.1407 2.3699 -0.1665
O 5.4068 1.7827 1.0247
H 5.9151 2.9841 -0.5815
H 3.4778 2.4182 -1.5680
H 4.2850 -0.0857 3.2471
C -0.6814 -1.9429 2.3323
H -0.2141 -2.6898 2.9788
C -1.7143 -1.1609 3.1485
H -1.2077 -0.7172 4.0082
H -2.4536 -1.8708 3.5220
C -2.4330 -0.0508 2.3732
C -3.3159 -0.5892 1.2540
O -4.5117 -0.7583 1.3729
N -2.6370 -0.8597 0.1202
H -1.6336 -0.6968 0.0957
C -3.2806 -1.3184 -1.0912
C -2.8457 -0.4932 -2.2557
C -2.8911 0.8533 -2.4762
C -2.2730 1.0707 -3.7324
C -1.8954 -0.1568 -4.1783
O -2.2316 -1.1073 -3.2896
H -1.4052 -0.4759 -5.0764
H -2.1354 2.0091 -4.2291
H -3.3203 1.5902 -1.8288
H -3.0307 -2.3668 -1.2939
H -4.3598 -1.2380 -0.9217
H -1.7063 0.6499 1.9592
H -3.0812 0.4868 3.0665
H -1.1523 -2.4366 1.4813
H -0.3657 0.9610 -1.3295
H 1.1143 1.9298 -1.2069
*
```